(1)
Below is a structure of composition C21H42BeBrClF9LiN4O10PS, with properties calculated with wB97M-V/def2-TZVPD.

## Properties
Charge   +1
Spin multiplicity   1

Atoms and positions in Å:
C -2.44518 -4.26089 -2.50579
C -1.66066 -5.51817 -3.01663
C -0.13210 -5.34090 -3.05540
O 0.30330 -4.27862 -3.92817
C 0.77033 -3.25107 -3.16680
O 0.72364 -2.13785 -3.43314
O 1.30393 -3.74886 -1.94862
C 0.65428 -4.97817 -1.76311
S 2.06057 -6.22474 -1.68023
C -0.04677 -5.10101 -0.33181
C -0.07380 -3.67416 0.39254
O -1.00647 -3.03563 0.49983
Cl 1.50161 -2.97168 1.18634
H -2.44647 -3.43693 -3.25982
H -3.49904 -4.59012 -2.43036
H -2.12222 -3.92809 -1.50656
H -1.97764 -6.45081 -2.51476
H -1.97904 -5.63191 -4.07339
H 0.24667 -6.25692 -3.53541
H 1.75193 -7.36992 -2.34498
H 0.62574 -5.75959 0.31860
H -1.03696 -5.57677 -0.33827
C -0.51446 0.52559 -1.01094
C -0.92925 0.03984 0.36589
O -0.85769 1.03879 1.37467
C -1.67488 2.19172 1.18372
C -3.15788 1.87954 1.10132
H 0.50376 0.92360 -0.98532
H -0.55317 -0.29410 -1.73124
H -1.16565 1.31764 -1.37498
H -0.27738 -0.74722 0.67738
H -1.93026 -0.40052 0.34141
H -1.33952 2.74903 0.30318
H -1.49634 2.83916 2.04395
H -3.39596 1.23743 0.25140
H -3.73123 2.80099 0.99577
H -3.49041 1.36308 2.00360
O 0.56175 -1.12398 4.09981
H 0.12548 -0.60018 3.38585
H 0.87043 -0.54718 4.82825
H 1.27822 -1.68796 3.75190
C 4.47106 1.66921 -5.68543
C 3.47939 0.70198 -6.28211
O 3.19180 0.71556 -7.46508
N 2.89735 -0.20945 -5.44952
C 3.09918 -0.38945 -4.02660
H 4.84193 2.32394 -6.46928
H 3.99057 2.28186 -4.92057
H 5.31646 1.12909 -5.25602
H 2.24748 -0.82104 -5.91943
H 3.45788 -1.40695 -3.85107
H 2.14167 -0.26104 -3.52375
H 3.81682 0.31945 -3.62427
C 2.23218 3.50430 1.34044
C 2.59199 4.94661 1.25208
N 3.01028 6.01574 1.24369
H 2.88091 3.01308 2.06830
H 1.20082 3.39238 1.65110
H 2.36558 3.03464 0.36781
C -3.18117 0.59689 -4.44634
O -4.23159 0.08530 -4.10799
N -2.57603 1.58387 -3.72443
N -2.51723 0.22371 -5.58236
H -1.71166 2.01885 -3.98804
H -3.03828 1.88436 -2.88538
H -2.93975 -0.49907 -6.14180
H -1.64866 0.62830 -5.88344
Br 0.20366 5.34486 0.32590
C 1.59331 6.36530 4.38477
C 0.25527 6.82390 4.93811
O -0.59007 5.75681 5.36645
C -0.36121 5.12460 6.61360
O -0.24369 5.95255 7.59159
C 0.83367 4.08327 6.57172
F 0.87103 3.45240 5.37886
F 0.64605 3.13456 7.49380
F 2.03406 4.60842 6.77927
H 1.47398 5.47968 3.76071
H 2.04975 7.15951 3.79255
H 2.29620 6.12664 5.17875
H -0.29168 7.30410 4.12499
H 0.37773 7.58884 5.70699
H -1.23630 4.43066 6.65341
Li 2.20626 -5.03305 0.33893
F -3.82149 -3.89786 4.96310
P -2.21597 -3.97130 4.73204
F -2.33940 -2.90422 5.95993
F -0.77972 -4.39041 5.40234
F -2.36986 -5.58106 4.90160
F -1.35138 -2.78887 3.97901
F -2.55872 -4.20858 3.14797
Be -2.44905 -2.44901 -5.86618

***

(2)
Below is a cluster of 9 separate species, C21H42Cl10O4 in total, with properties calculated with wB97M-V/def2-TZVPD.

## Properties
Charge   -1
Spin multiplicity   2

Atoms and positions in Å:
C 3.22961 2.75299 -0.49480
C 2.88796 2.61015 -1.97767
C 1.49016 3.33738 -2.13622
O 1.37154 4.10910 -0.88969
C 2.58162 4.04112 -0.10279
H 4.30940 2.81316 -0.35864
H 2.85067 1.96772 0.15930
H 2.81292 1.60316 -2.38807
H 3.57030 3.19249 -2.59686
H 0.62616 2.68067 -2.23792
H 1.59758 4.02611 -2.97421
H 2.32934 4.06681 0.95730
H 3.31747 4.82653 -0.27527
C -1.13146 3.42502 -5.44451
C -0.29787 2.28091 -5.02182
C -1.19496 1.57566 -3.92170
O -2.07526 2.56541 -3.37041
C -1.93515 3.78482 -4.12749
H -1.90150 3.13094 -6.15772
H -0.49679 4.16003 -5.93953
H 0.61586 2.66177 -4.56559
H -0.09763 1.55797 -5.81261
H -0.60840 1.20813 -3.07970
H -1.83875 0.80982 -4.35429
H -1.37725 4.59933 -3.66549
H -2.86492 4.25852 -4.44250
C 1.68522 -3.74250 3.90612
C 2.32893 -4.56991 5.01232
C 2.07673 -3.80143 6.25239
O 0.92593 -3.08980 5.98035
C 0.42728 -3.29648 4.55696
H 1.49073 -4.41480 3.07048
H 2.31904 -2.93313 3.54377
H 3.31453 -4.97715 4.78682
H 1.65337 -5.40782 5.18448
H 2.91709 -3.13174 6.43517
H 1.92946 -4.49087 7.08371
H 0.21332 -2.28411 4.21430
H -0.34374 -4.06659 4.58091
C -0.24244 0.44942 0.08368
C -0.78023 -0.27541 1.29677
C -0.29045 -1.65159 1.04402
O 0.98940 -1.43218 0.43574
C 1.10426 -0.16398 -0.18347
H -0.16473 1.53536 0.13651
H -0.91491 0.33673 -0.76671
H -1.86911 -0.30921 1.26079
H -0.36020 0.16112 2.20294
H -1.03461 -2.03120 0.34385
H -0.18814 -2.35268 1.87234
H 1.40882 -0.25140 -1.22641
H 1.71235 0.46471 0.46698
C -4.06414 -2.50212 2.51576
Cl -3.90788 -3.52066 4.01231
Cl -3.90641 -0.73047 2.73254
H -3.20468 -2.68357 1.87039
H -4.98503 -2.77850 2.00227
C -3.85081 -2.60303 -1.83713
Cl -5.13525 -1.94182 -0.78201
Cl -4.06843 -4.26074 -2.41553
H -3.89797 -2.01410 -2.75312
H -2.88155 -2.55040 -1.34127
C 3.03637 0.78172 3.65234
Cl 3.84409 0.47868 2.16797
Cl 2.03169 2.24284 3.70665
H 2.30864 -0.00735 3.84173
H 3.67764 0.75754 4.53341
C 0.59134 -3.74588 -3.45899
Cl 0.12507 -4.18978 -5.11875
Cl 0.20773 -2.06359 -2.88568
H 0.08682 -4.45415 -2.80181
H 1.61812 -4.10464 -3.38729
C -2.93443 3.58326 -0.22962
Cl -3.10857 1.84332 0.02967
Cl -4.47607 4.25460 0.58715
H -2.11971 4.08545 0.29205
H -3.06511 3.80431 -1.28894

***

(3)
Below is a structure of composition C21H42HgN3O8, with properties calculated with wB97M-V/def2-TZVPD.

## Properties
Charge   -1
ΔE to the lowest compared entry with this formula, charge and spin   0.000 eV
Spin multiplicity   1

Atoms and positions in Å:
Hg 0.39018 0.04730 -0.11507
C 0.16661 -3.01148 -2.44391
C 1.11987 -1.90178 -2.87323
C 0.74193 -1.36868 -4.26819
O 1.27384 -0.90306 -1.94775
H 0.19071 -3.88317 -3.10325
H -0.86344 -2.64414 -2.39816
H 0.41579 -3.32768 -1.42785
H 2.12272 -2.37091 -2.99760
H 0.59679 -2.18111 -4.98656
H 1.50568 -0.67311 -4.61992
H -0.19854 -0.80946 -4.21664
C -1.67338 0.15359 3.86644
C -2.22881 -0.87499 4.70569
C -2.28597 -2.33381 4.16614
O -2.84187 -3.18017 4.84998
C -1.72400 -2.58054 2.87552
C -1.13317 -1.59161 2.11245
C -1.09688 -0.16977 2.65554
O -0.54053 0.72654 1.91353
O -0.67371 -1.81100 0.94842
O -2.70317 -0.65433 5.81097
H -1.49212 1.11927 4.31935
H -1.69750 -3.60546 2.52423
C 1.08609 3.81735 1.02466
C 0.70140 3.38418 -0.37882
C 1.86415 2.96584 -1.25264
O 2.40297 1.77077 -0.74101
C 3.45212 1.27425 -1.54039
N -0.32347 2.31931 -0.33512
H 0.24562 4.09207 1.66093
H 1.83835 4.60722 1.03000
H 1.53490 2.95911 1.54175
H 0.29147 4.27666 -0.88643
H 2.63302 3.74727 -1.17345
H 1.51042 2.83573 -2.28210
H 4.26929 2.00728 -1.62461
H 3.08419 1.03327 -2.54083
H 3.85388 0.39009 -1.05238
H -0.99851 2.54084 0.39601
H -0.88106 2.43544 -1.17746
C -3.64473 -0.28370 -0.44295
C -2.83133 -0.76721 -1.63321
C -3.69523 -1.03984 -2.85457
O -4.31936 0.16900 -3.24129
C -4.89754 0.08074 -4.51703
N -1.74539 0.20374 -1.92810
H -4.34617 -1.05989 -0.11470
H -4.24371 0.61066 -0.63696
H -3.03644 -0.08632 0.44161
H -2.32644 -1.66777 -1.27840
H -4.46558 -1.78042 -2.59262
H -3.08863 -1.42698 -3.68468
H -5.44207 1.00465 -4.70709
H -5.58506 -0.77057 -4.58831
H -4.12783 -0.01709 -5.29655
H -1.21010 -0.18965 -2.70390
H -2.14764 1.00760 -2.42080
C 3.50346 -1.78710 2.82452
C 2.64118 -0.63010 2.31509
C 3.33586 0.72038 2.47311
O 3.26893 1.22181 3.77254
C 1.93277 1.55474 4.17920
N 2.35938 -0.83924 0.86366
H 2.97285 -2.73286 2.66348
H 3.60047 -1.78667 3.91636
H 4.49352 -1.79849 2.36954
H 1.66190 -0.69839 2.78564
H 2.89042 1.40156 1.73160
H 4.39447 0.58383 2.23702
H 1.32725 1.91910 3.35066
H 2.05210 2.23771 5.01892
H 1.44370 0.67433 4.61322
H 2.12694 -1.83121 0.76723
H 3.21226 -0.82349 0.29952

***

Number 1: electronic energy -6491.07229 Eh, F_max 3.02 eV/A. Number 2: electronic energy -5728.04164 Eh, F_max 2.96 eV/A. Number 3: electronic energy -1744.95514 Eh, F_max 1.41 eV/A.